(a)
The following is a DFT calculation (ωB97M-V with the def2-TZVPD basis set) of an isolated ion of composition CH4NO2 and charge +1.

```
! RIJCOSX wB97M-V def2-TZVPD def2/J DEFGRID3
* xyz 1 1
C 0.0589 -1.1685 0.7753
N 0.5147 0.2047 0.0082
O 0.1995 1.9573 -1.2264
O -0.3210 0.8222 -0.6053
H 0.6225 -1.9333 0.2429
H -1.0191 -1.2738 0.7179
H 0.4741 -1.0354 1.7725
H -0.5296 2.4267 -1.6850
*
```

Values from the calculation:
HOMO-LUMO gap = 0.38325 Eh
LUMO level = -7.63 eV
M = 62.048 g mol⁻¹
highest occupied orbital energy = -18.06 eV

Atomic partial charges in e from the natural (NBO) method, atoms 1 to 4: -0.426 0.295 -0.310 0.120

(b)
The following is a DFT calculation (ωB97M-V with the def2-TZVPD basis set) of an isolated ion of composition CH4NO2 and charge +1.

```
! RIJCOSX wB97M-V def2-TZVPD def2/J DEFGRID3
* xyz 1 1
C 1.1450 0.4416 0.3702
N -0.1938 0.0907 -0.0621
O 3.4004 -0.4022 -0.3616
O 2.1113 -0.1103 -0.2530
H 1.3309 1.1875 1.1403
H -0.4602 -0.8939 -0.2640
H -0.6670 0.5419 -0.9077
H -0.9244 0.3493 0.7030
*
```

Values from the calculation:
HOMO-LUMO gap (spin up / spin down) = 0.32068 / 0.32063 Eh
LUMO level (spin up / spin down) = -6.11 / -6.11 eV
M = 62.048 g mol⁻¹
highest occupied orbital energy (spin up / spin down) = -14.84 / -14.84 eV

Atomic partial charges in e from the natural (NBO) method, atoms 1 to 4: 0.325 -0.753 -0.178 -0.068

The structure with the greatest stability is (a).

(a)
The following is a DFT calculation (ωB97M-V with the def2-TZVPD basis set) of an isolated ion of composition C3H10N3O2 and charge +1.

```
! RIJCOSX wB97M-V def2-TZVPD def2/J DEFGRID3
* xyz 1 1
C 2.3965 0.9111 0.0651
C 0.6041 0.9893 0.0605
O 0.2967 1.6491 -1.0169
O 0.0522 1.4918 1.2047
N 0.0260 -0.4120 -0.0113
C -1.0376 -0.9569 0.4908
N -1.4332 -2.2338 0.1776
N -1.7287 -0.3970 1.4385
H 2.6398 0.6519 -0.8819
H 2.6952 0.0867 0.7186
H 2.7564 1.9934 0.2402
H -0.6369 1.4637 -1.1944
H 0.3217 2.4904 1.2869
H 0.6466 -1.0703 -0.6176
H -2.4901 -2.4451 0.3655
H -1.2958 -2.6843 -0.6959
H -2.6003 -0.7430 1.8689
H -1.5417 0.5579 1.7156
*
```

Values from the calculation:
HOMO-LUMO gap = 0.42302 Eh
LUMO level = -3.14 eV
structure (SMILES) = CC(O)(O)[NH+]=C(N)N
M = 120.132 g mol⁻¹
highest occupied orbital energy = -14.65 eV

Atomic partial charges in e from the natural (NBO) method, atoms 1 to 4: -0.615 0.690 -0.672 -0.755

(b)
The following is a DFT calculation (ωB97M-V with the def2-TZVPD basis set) of a 2-piece molecular cluster, C3H10N3O2 overall.

```
! RIJCOSX wB97M-V def2-TZVPD def2/J DEFGRID3
* xyz 1 1
C 2.0809 -1.0408 1.3462
C -1.6046 1.7312 -1.7737
C -1.1883 -0.4121 -0.7437
N 3.0024 -0.2239 1.9196
N -1.5551 -0.2192 0.4516
N -1.2813 0.3016 -1.7682
O 2.3946 -2.3595 1.5246
O 1.1051 -0.7964 0.6190
H -2.4937 1.9530 -2.4049
H -1.9800 2.1318 -0.8008
H -0.9096 2.3447 -2.2063
H -0.7653 -1.3341 -0.8783
H 3.8561 -0.6288 2.4099
H 3.1841 0.7950 1.7045
H -1.9043 0.6531 0.7783
H -1.1092 -0.7348 1.1928
H 1.8634 -2.9063 0.9089
H -0.8619 -0.0230 -2.6282
*
```

Values from the calculation:
HOMO-LUMO gap = 0.41613 Eh
LUMO level = -2.79 eV
M = 120.132 g mol⁻¹
highest occupied orbital energy = -14.11 eV

Atomic partial charges in e from the natural (NBO) method, atoms 1 to 4: 0.905 -0.449 0.422 -0.839

The structure with the greatest stability is (b).

(a)
The following is a DFT calculation (ωB97M-V with the def2-TZVPD basis set) of CHClFO3 as an isolated structure.

```
! RIJCOSX wB97M-V def2-TZVPD def2/J DEFGRID3
* xyz 1 1
C -0.0501 -0.8067 0.4349
O 3.6419 -0.5555 -0.5432
O 1.7779 -1.1778 0.5248
O 2.4692 -0.3855 -0.3715
F -0.2809 -0.5511 1.6898
Cl -0.8601 -2.0434 -0.3378
H 0.2050 0.1930 -0.1628
*
```

Values from the calculation:
HOMO-LUMO gap (spin up / spin down) = 0.31419 / 0.31322 Eh
LUMO level (spin up / spin down) = -9.25 / -9.27 eV
M = 115.467 g mol⁻¹
highest occupied orbital energy (spin up / spin down) = -17.79 / -17.79 eV

Atomic partial charges in e from the natural (NBO) method, atoms 1 to 4: 0.407 0.147 -0.159 0.339

(b)
The following is a DFT calculation (ωB97M-V with the def2-TZVPD basis set) of a 2-piece molecular cluster, CHClFO3 overall.

```
! RIJCOSX wB97M-V def2-TZVPD def2/J DEFGRID3
* xyz 1 1
C -1.3372 0.0978 -0.2052
O 2.9006 -0.1016 0.4971
O 0.7762 -0.0646 0.3620
O 1.8938 -0.5953 0.0570
F -1.1326 0.0123 -1.4681
Cl -1.5961 1.5255 0.4740
H -1.5048 -0.8742 0.2832
*
```

Values from the calculation:
HOMO-LUMO gap = 0.35886 Eh
LUMO level = -7.39 eV
M = 115.467 g mol⁻¹
highest occupied orbital energy = -17.15 eV

Atomic partial charges in e from the natural (NBO) method, atoms 1 to 4: 0.466 0.018 -0.289 0.361

(c)
The following is a DFT calculation (ωB97M-V with the def2-TZVPD basis set) of a 2-piece molecular cluster, CHClFO3 overall.

```
! RIJCOSX wB97M-V def2-TZVPD def2/J DEFGRID3
* xyz 1 1
C -1.3416 -0.5139 0.0261
O -0.4131 1.6295 -0.4006
O -2.3927 -0.0860 0.1554
O -0.1081 0.4407 -0.3855
F -0.7892 -1.6658 0.0369
Cl 2.1455 0.3466 0.7464
H 2.8991 -0.1510 -0.1789
*
```

Values from the calculation:
HOMO-LUMO gap (spin up / spin down) = 0.23921 / 0.30482 Eh
LUMO level (spin up / spin down) = -10.41 / -9.07 eV
M = 115.467 g mol⁻¹
highest occupied orbital energy (spin up / spin down) = -16.91 / -17.37 eV

Atomic partial charges in e from the natural (NBO) method, atoms 1 to 4: 1.059 0.211 -0.332 0.006

The structure with the greatest stability is (c).

(a)
The following is a DFT calculation (ωB97M-V with the def2-TZVPD basis set) of one molecule with the formula C2H6N4.

```
! RIJCOSX wB97M-V def2-TZVPD def2/J DEFGRID3
* xyz 0 1
H -1.5280 0.3936 0.1353
N -1.2863 1.4432 0.0464
C 0.0121 1.3272 0.0485
N 0.5783 0.0673 -0.1641
N 1.9588 -0.1347 0.1494
C -0.2328 -1.1011 -0.1884
N -1.4377 -1.1598 0.0625
H -1.7679 -2.1418 0.1850
H 0.7594 2.0517 -0.2452
H 2.2110 -0.9235 0.9299
H 2.5465 -0.2415 -0.7501
H 0.4106 -2.0073 -0.0747
*
```

Values from the calculation:
HOMO-LUMO gap = 0.35992 Eh
LUMO level = 0.56 eV
structure (SMILES) = [H]/N=C\N(N)/C=N/[H]
M = 86.098 g mol⁻¹
highest occupied orbital energy = -9.23 eV

Atomic partial charges in e from the natural (NBO) method, atoms 1 to 4: 0.360 -0.624 0.220 -0.318

(b)
The following is a DFT calculation (ωB97M-V with the def2-TZVPD basis set) of one molecule with the formula C2H6N4.

```
! RIJCOSX wB97M-V def2-TZVPD def2/J DEFGRID3
* xyz 0 1
N 0.0630 1.8668 0.3657
N 0.0578 1.1521 1.5197
C -0.0111 -0.1267 1.4173
C -0.0472 -0.9618 0.2167
N -0.0212 -0.4828 -0.9717
N -0.0120 -1.3586 -2.0296
H 0.4912 2.7819 0.4875
H 0.3089 1.3795 -0.4969
H -0.0080 -0.6842 2.3651
H -0.0803 -2.0472 0.3360
H -0.5371 -2.2296 -1.8338
H -0.4378 -0.9121 -2.8498
*
```

Values from the calculation:
HOMO-LUMO gap = 0.33351 Eh
LUMO level = 0.76 eV
structure (SMILES) = N/N=C\C=N\N
M = 86.098 g mol⁻¹
highest occupied orbital energy = -8.32 eV

Atomic partial charges in e from the natural (NBO) method, atoms 1 to 4: -0.631 -0.179 -0.077 -0.031

The structure with the greatest stability is (b).

(a)
The following is a DFT calculation (ωB97M-V with the def2-TZVPD basis set) of a 2-piece molecular cluster, C8H18OSi overall.

```
! RIJCOSX wB97M-V def2-TZVPD def2/J DEFGRID3
* xyz 0 1
C 0.2638 -2.1892 -0.7512
C 0.2762 -0.7795 -0.2599
Si -1.2885 0.3199 0.0003
C -0.6128 2.1627 0.1876
C -2.4600 0.3468 -1.4475
C -2.1175 0.1010 1.7264
H -0.3064 -2.9912 -0.1196
H 1.3293 -2.5004 -0.7604
H -0.2108 -2.3038 -1.6521
H 0.8793 -0.6168 0.6070
H 0.8178 -0.2017 -1.0492
H -0.4312 2.4848 -0.8367
H -1.5476 2.7382 0.3831
H 0.2504 2.4246 0.7417
H -1.9243 -0.1397 -2.3238
H -3.4148 -0.2412 -1.1125
H -2.7480 1.2867 -1.8295
H -2.5373 -0.8753 1.9246
H -1.4141 0.4196 2.5892
H -2.8471 0.8965 1.9420
C 3.9871 -1.2675 0.5111
C 3.6251 0.0302 0.6096
C 3.2696 1.3243 0.5811
O 3.5866 2.1425 -0.4909
H 3.2626 -1.7905 -0.0186
H 4.9045 -1.8971 0.9294
H 2.4405 1.7360 1.2832
H 4.2922 1.6351 -1.0064
*
```

Values from the calculation:
HOMO-LUMO gap = 0.35228 Eh
LUMO level = 0.73 eV
structure (SMILES) = CC[Si](C)(C)C.C=C=CO
M = 158.317 g mol⁻¹
highest occupied orbital energy = -8.86 eV

Atomic partial charges in e from the natural (NBO) method, atoms 1 to 4: -0.592 -0.845 1.589 -1.071

(b)
The following is a DFT calculation (ωB97M-V with the def2-TZVPD basis set) of a 2-piece molecular cluster, C8H18OSi overall.

```
! RIJCOSX wB97M-V def2-TZVPD def2/J DEFGRID3
* xyz 0 1
C 0.9856 0.6402 -1.7949
C -0.4095 -0.0505 -2.0520
C 2.2661 -0.1673 -1.7621
C -1.1594 0.5431 -3.1808
C -1.3947 0.8124 2.2550
C -1.3772 -1.5289 1.0140
C 0.6870 -0.6159 2.2226
C -0.5580 -0.2732 1.4120
O 1.6727 1.9380 2.5172
Si -0.1057 0.5810 -0.2802
H 0.8206 1.6255 -2.3014
H -0.5983 -1.1342 -1.9604
H 1.9587 -1.1373 -1.3549
H 3.1199 0.3789 -1.3107
H 2.6009 -0.5153 -2.7215
H -1.0283 -0.1388 -3.9956
H -0.7355 1.5148 -3.5520
H -2.2438 0.4825 -3.0666
H -0.7893 1.6130 2.6114
H -2.3690 1.2122 1.8132
H -1.9020 0.1778 3.1602
H -2.0967 -1.6515 1.8045
H -0.6896 -2.2950 0.8574
H -1.8222 -1.4200 0.0005
H 1.2122 -1.4109 1.6651
H 1.1689 0.3050 2.5681
H 0.2675 -1.1428 3.0968
H 2.5191 1.6572 2.3350
*
```

Values from the calculation:
HOMO-LUMO gap (spin up / spin down) = 0.17907 / 0.17742 Eh
LUMO level (spin up / spin down) = -2.09 / -2.10 eV
M = 158.317 g mol⁻¹
highest occupied orbital energy (spin up / spin down) = -6.96 / -6.93 eV

Atomic partial charges in e from the natural (NBO) method, atoms 1 to 4: -0.650 -0.659 -0.626 -0.621

The structure with the greatest stability is (a).

(a)
The following is a DFT calculation (ωB97M-V with the def2-TZVPD basis set) of CH4ClN2O as an isolated structure.

```
! RIJCOSX wB97M-V def2-TZVPD def2/J DEFGRID3
* xyz 1 1
C 0.8062 0.2772 -0.0571
N 0.3253 1.4611 0.0457
N -0.3971 -1.2334 -0.0777
O 0.5423 -2.1916 0.0242
Cl 2.3140 -0.1528 -0.0309
H -0.6885 1.5751 0.1002
H 0.8701 2.2453 0.0585
H -0.7485 -1.1859 -0.9713
H 0.2872 -2.6987 0.7655
*
```

Values from the calculation:
HOMO-LUMO gap = 0.38580 Eh
LUMO level = -5.04 eV
M = 95.509 g mol⁻¹
highest occupied orbital energy = -15.54 eV

Atomic partial charges in e from the natural (NBO) method, atoms 1 to 4: 0.318 -0.656 -0.200 -0.517

(b)
The following is a DFT calculation (ωB97M-V with the def2-TZVPD basis set) of a 2-piece molecular cluster, CH4ClN2O overall.

```
! RIJCOSX wB97M-V def2-TZVPD def2/J DEFGRID3
* xyz 1 1
C 0.7991 0.3086 1.2802
N -0.2570 0.8751 1.4894
N -0.2257 -0.5713 -1.0385
O 1.7995 -0.0313 0.7821
Cl -1.7315 1.5927 1.6731
H -1.0987 -0.1173 -1.5950
H -0.2296 -1.0765 -0.1981
H 0.3731 0.2215 -0.8469
H 0.5707 -1.2015 -1.5462
*
```

Values from the calculation:
HOMO-LUMO gap = 0.37496 Eh
LUMO level = -4.63 eV
M = 95.509 g mol⁻¹
highest occupied orbital energy = -14.84 eV

Atomic partial charges in e from the natural (NBO) method, atoms 1 to 4: 0.800 -0.608 -0.916 -0.532

The structure with the greatest stability is (b).